# 1
Entry from the OMol25 dataset: a molecular structure, C33H22F9MoNPS3SbSe3Te (wB97M-V/def2-TZVPD).

Structure (XYZ):
```
75
Properties=species:S:1:pos:R:3:forces:R:3:lowdin_spin:R:1
Mo -1.569 -1.731 -0.923 -0.3 -0.8 0.1 1.687
Se -3.364 -0.205 -2.039 0.1 0.1 -0.3 0.079
Se -5.472 -0.356 -1.040 0.0 -0.1 0.1 0.282
Te -5.742 -2.352 0.306 0.0 0.1 0.0 0.640
Se -3.048 -3.658 -1.736 -0.1 0.0 0.2 0.090
S 1.827 -3.864 -4.208 0.1 0.1 -0.1 0.018
Sb 0.190 -4.475 -2.795 -0.3 0.0 -0.1 0.048
S 0.465 -2.923 -0.872 -0.1 0.4 0.2 0.016
S -1.757 -2.838 -3.320 0.2 0.1 0.1 -0.006
F 0.037 6.916 -0.715 0.0 0.1 0.2 0.000
C -0.281 6.222 -1.823 0.0 -0.2 0.0 0.000
F 0.597 6.602 -2.767 0.1 0.1 -0.2 0.000
F -1.489 6.642 -2.215 -0.2 0.1 -0.1 0.000
C -0.230 4.741 -1.585 0.0 0.0 0.0 0.000
C -1.341 3.944 -1.762 -0.1 -0.1 0.0 0.000
C -1.253 2.568 -1.539 0.0 0.1 -0.1 0.002
C -0.057 1.992 -1.146 0.1 0.0 0.1 -0.002
C 1.061 2.819 -0.971 0.0 -0.1 0.0 0.000
C 0.979 4.178 -1.185 0.0 0.0 0.0 0.000
P 0.161 0.155 -0.947 0.6 0.6 -0.2 0.028
C 1.371 -0.048 -2.313 -0.1 0.0 0.1 0.001
C 2.749 0.050 -2.154 0.1 0.1 0.0 0.000
C 3.589 -0.060 -3.249 0.0 0.0 0.0 0.000
C 3.052 -0.264 -4.511 -0.1 0.1 0.0 0.000
C 1.681 -0.348 -4.683 0.0 0.0 0.0 0.001
C 0.843 -0.240 -3.585 0.0 0.0 0.0 0.002
C 3.984 -0.357 -5.684 -0.2 -0.3 0.1 0.000
F 3.381 -0.823 -6.783 -0.1 0.0 -0.1 0.000
F 5.029 -1.162 -5.430 0.1 -0.1 0.0 0.000
F 4.505 0.841 -6.005 0.1 0.4 -0.1 0.000
C 1.108 0.130 0.632 -0.1 -0.1 -0.1 0.007
C 2.155 -0.757 0.877 0.1 -0.1 0.1 0.004
C 2.750 -0.811 2.128 0.0 -0.1 -0.1 0.000
C 2.292 0.004 3.152 0.0 0.0 0.1 0.001
C 1.244 0.881 2.929 -0.1 0.1 -0.1 0.000
C 0.662 0.946 1.669 0.0 0.1 0.1 0.002
C 2.962 -0.072 4.495 -0.2 0.0 -0.2 0.000
F 4.178 0.505 4.474 0.2 0.1 0.0 0.000
F 3.151 -1.344 4.887 0.0 -0.1 0.1 0.000
F 2.256 0.538 5.458 -0.1 0.1 0.1 0.000
H -2.280 4.378 -2.077 0.0 0.0 0.0 0.000
H -2.128 1.951 -1.691 0.0 0.0 0.0 0.002
H 2.011 2.393 -0.673 0.0 0.0 0.0 0.000
H 1.854 4.803 -1.054 0.0 0.0 0.0 0.000
H 3.183 0.210 -1.176 0.0 0.0 -0.1 0.000
H 4.662 -0.005 -3.116 0.0 0.0 0.0 0.000
H 1.265 -0.533 -5.663 0.0 0.0 0.0 0.000
H -0.230 -0.334 -3.722 0.0 0.0 0.0 0.001
H 2.492 -1.429 0.101 0.0 0.0 0.0 0.002
H 3.562 -1.505 2.308 0.0 0.0 0.0 0.000
H 0.873 1.507 3.728 0.0 0.0 0.0 0.000
H -0.157 1.635 1.510 0.0 0.0 0.0 0.000
C -0.607 -4.880 3.021 0.0 0.0 0.0 0.012
C 0.033 -3.652 3.170 0.0 -0.1 0.0 0.000
C -0.472 -2.530 2.545 0.1 0.2 0.0 0.008
C -1.619 -2.610 1.756 -0.1 0.3 -0.1 0.009
C -2.289 -3.817 1.662 0.0 -0.1 0.1 0.015
C -1.774 -4.953 2.278 0.0 0.0 0.0 0.000
N -2.049 -1.440 1.009 0.2 -0.2 0.2 0.022
C -2.538 -0.370 1.805 0.1 -0.4 -0.2 0.010
C -2.887 -0.564 3.146 0.0 0.0 0.0 0.004
C -3.363 0.487 3.916 0.0 0.0 0.0 0.001
C -3.511 1.758 3.377 0.0 -0.1 -0.1 0.001
C -3.178 1.952 2.041 0.0 0.0 0.0 0.002
C -2.700 0.905 1.269 0.0 0.1 -0.1 0.005
H -0.199 -5.769 3.485 0.0 0.0 0.0 0.001
H 0.936 -3.573 3.765 0.0 0.0 0.0 0.000
H 0.020 -1.569 2.655 0.0 -0.1 0.0 0.000
H -3.209 -3.860 1.104 -0.1 0.0 -0.1 0.001
H -2.291 -5.898 2.168 0.0 0.0 0.0 0.000
H -2.792 -1.546 3.587 0.0 0.0 0.0 0.000
H -3.626 0.303 4.952 0.0 0.0 0.0 0.000
H -3.888 2.574 3.979 0.0 0.0 0.0 0.000
H -3.295 2.928 1.585 0.0 0.0 0.0 0.000
H -2.467 1.068 0.228 0.0 0.0 0.0 0.003
```
Forces are in eV/Å.

Net charge: -1
HOMO energy (spin up / spin down), eV: -4.80 / -4.86
LUMO energy (spin up / spin down), eV: 1.014 / 0.574
Energy relative to the best compared isomer or geometry (same formula, charge and spin), kJ/mol: 17.5
2S+1: 4
Energy, Ha: -11541.27287


# 2
Entry from the OMol25 dataset: 3 unconnected molecules or ions with the total composition C24H37F5N3O4 at a distorted geometry (wB97M-V/def2-TZVPD).

Structure (XYZ):
```
73
Properties=species:S:1:pos:R:3:forces:R:3:lowdin_charge:R:1
C -0.067 -2.592 -3.347 -0.1 0.9 0.9 -0.080
C 0.301 -3.310 -1.953 -0.4 -0.8 0.1 -0.370
C -0.821 -3.053 -0.807 -0.1 -1.0 -0.9 -0.083
C 1.802 -3.055 -1.457 -0.1 -0.8 -0.9 -0.169
C 2.338 -1.554 -1.593 0.4 0.8 0.5 -0.134
C 1.297 -0.411 -1.247 -2.9 2.3 2.8 -0.018
C 0.778 0.679 -2.212 0.5 -0.6 0.4 -0.028
N -0.089 1.743 -2.022 1.9 -2.4 -0.3 0.064
N -0.625 1.870 -0.816 2.0 -3.4 1.8 0.065
C -0.309 0.956 0.205 -0.3 -0.7 2.4 -0.051
C -1.074 1.207 1.607 0.4 0.6 -0.5 -0.108
C -0.083 1.598 2.800 -1.2 0.3 0.4 -0.249
N 0.966 2.593 2.391 -1.0 0.0 0.3 -0.010
C 0.651 -0.235 0.182 0.1 1.3 -4.6 -0.004
C 0.976 -1.205 1.393 0.4 0.3 0.2 -0.127
C 2.331 -0.711 2.150 -0.8 0.1 0.4 -0.141
C 2.255 -1.134 3.707 0.2 -0.4 -0.4 -0.078
C 3.015 -2.524 3.997 -2.0 1.1 0.9 -0.300
F 2.608 -2.927 5.304 1.1 0.5 -2.5 0.051
F 2.528 -3.495 3.092 1.3 1.5 1.5 0.065
C 4.616 -2.386 3.977 1.2 -1.3 0.5 -0.339
F 5.150 -3.145 5.035 -0.9 1.9 -2.5 0.107
F 5.040 -1.050 4.138 -1.0 -3.2 -0.6 0.101
F 5.113 -2.925 2.773 -0.9 1.6 2.5 0.094
H -0.821 -3.203 -3.939 1.2 0.7 0.7 0.087
H -0.579 -1.590 -3.100 0.7 -1.4 -0.5 0.065
H 0.861 -2.316 -3.965 -1.4 -0.8 0.7 0.086
H 0.227 -4.441 -2.167 0.3 1.7 0.4 0.135
H -1.699 -3.745 -1.076 1.2 1.2 0.5 0.087
H -1.221 -1.990 -0.806 0.6 -1.3 0.2 0.062
H -0.459 -3.405 0.226 -0.6 0.7 -1.6 0.089
H 1.947 -3.511 -0.410 -0.3 1.0 -1.5 0.114
H 2.474 -3.698 -2.139 -0.9 1.1 1.0 0.129
H 3.199 -1.441 -0.833 -1.3 0.0 -1.1 0.128
H 2.828 -1.344 -2.613 -1.1 -0.4 1.4 0.128
H 1.187 0.592 -3.282 -0.8 0.4 1.8 0.135
H -1.282 2.655 -0.644 0.6 -0.7 -0.2 0.184
H -1.694 0.283 1.856 1.0 1.4 -0.4 0.086
H -1.808 2.085 1.484 1.0 -1.3 0.0 0.129
H -0.729 2.104 3.608 0.6 -1.1 -1.1 0.130
H 0.336 0.654 3.276 -0.2 1.4 -0.7 0.083
H 1.091 3.202 3.218 0.3 -0.5 -0.8 0.083
H 0.546 3.230 1.685 0.4 -0.5 0.6 0.069
H 1.179 -2.268 1.051 -0.5 1.5 0.0 0.085
H 0.116 -1.281 2.154 1.2 0.4 -1.4 0.129
H 2.343 0.424 2.091 0.3 -1.4 0.1 0.097
H 3.264 -1.139 1.642 -1.4 0.7 0.7 0.120
H 1.169 -1.323 4.025 1.6 0.2 -0.5 0.129
H 2.660 -0.279 4.344 -0.3 -1.5 -0.7 0.137
O -2.986 -0.943 1.215 -0.3 -0.9 -0.3 0.074
C -3.872 -1.440 0.562 0.3 0.2 0.0 -0.454
O -3.887 -2.738 0.173 0.3 0.7 0.5 0.022
C -5.020 -2.968 -0.676 -0.4 -0.4 -0.4 -0.150
C -5.998 -1.867 -0.340 -0.6 0.1 -0.1 -0.154
C -5.080 -0.719 0.026 -0.4 -0.1 0.1 -0.073
H -4.689 -2.928 -1.718 0.0 0.0 0.1 0.131
H -5.434 -3.958 -0.476 0.3 0.0 0.1 0.134
H -6.684 -1.637 -1.156 0.1 -0.1 0.0 0.125
H -6.594 -2.153 0.531 0.0 0.0 -0.1 0.127
H -4.787 -0.135 -0.850 0.0 0.1 0.1 0.136
H -5.523 -0.077 0.787 0.3 0.2 -0.1 0.134
O -1.726 6.153 -1.400 0.7 -0.5 0.3 0.116
C -0.626 5.941 -1.836 -0.9 0.6 0.0 -0.489
O 0.441 5.590 -1.066 -0.4 -0.2 0.1 0.007
C 1.616 5.520 -1.883 0.6 0.0 0.0 -0.164
C 1.107 5.316 -3.292 0.2 -0.2 -0.6 -0.166
C -0.210 6.064 -3.277 0.3 -0.4 -0.2 -0.076
H 2.174 6.454 -1.774 -0.1 0.0 0.0 0.132
H 2.245 4.693 -1.551 -0.1 0.1 0.2 0.123
H 1.803 5.667 -4.055 0.0 0.0 0.1 0.123
H 0.921 4.252 -3.468 0.0 0.1 0.0 0.104
H -0.082 7.121 -3.523 -0.2 0.0 0.0 0.140
H -0.943 5.602 -3.938 -0.1 0.3 0.1 0.131
```
Forces are in eV/Å.

Net charge: +1
HOMO energy, eV: -12.54
LUMO energy, eV: -4.325
Energy, Ha: -1900.89390


- Among the records above, which one has the highest net charge?
  C24H37F5N3O4


- Among the records above, which one has the lowest energy?
  C33H22F9MoNPS3SbSe3Te


- Number 1 is which compound?
  C33H22F9MoNPS3SbSe3Te


- The highest energy belongs to which entry?
  C24H37F5N3O4